(1)
{"formula": "C42H48F32O10S4", "method": "wB97M-V/def2-TZVPD", "e_homo_ev": -8.99, "species": ["C", "C", "C", "F", "F", "F", "F", "O", "C", "C", "F", "F", "F", "F", "H", "H", "H", "H", "C", "C", "C", "F", "F", "F", "F", "O", "C", "C", "F", "F", "F", "F", "H", "H", "H", "H", "C", "C", "C", "F", "F", "F", "F", "O", "C", "C", "F", "F", "F", "F", "H", "H", "H", "H", "C", "C", "C", "F", "F", "F", "F", "O", "C", "C", "F", "F", "F", "F", "H", "H", "H", "H", "C", "S", "O", "C", "H", "H", "H", "H", "H", "H", "C", "S", "O", "C", "H", "H", "H", "H", "H", "H", "C", "S", "O", "C", "H", "H", "H", "H", "H", "H", "C", "S", "O", "C", "H", "H", "H", "H", "H", "H", "C", "C", "C", "C", "C", "C", "C", "O", "C", "C", "C", "C", "C", "C", "C", "O", "H", "H", "H", "H", "H", "H", "H", "H"], "coordinates": [[-5.0272, 3.5284, -0.2147], [-5.6091, 2.3466, -0.9349], [-7.1388, 2.4169, -0.9568], [-7.6014, 1.6934, -2.0223], [-7.6816, 1.9338, 0.1674], [-5.1934, 2.2989, -2.2198], [-5.1917, 1.1830, -0.3524], [-3.6216, 3.4678, -0.2378], [-2.9787, 4.5050, -0.8175], [-1.6144, 3.9921, -1.2927], [-1.6787, 2.8038, -1.9361], [-1.0157, 4.8824, -2.1148], [-3.7202, 5.0704, -1.7775], [-2.7265, 5.4572, 0.1234], [-5.3935, 3.6271, 0.8123], [-5.4051, 4.4318, -0.7022], [-7.4936, 3.4358, -1.1356], [-0.9935, 3.8444, -0.4084], [0.5939, 0.6544, 2.5601], [-0.1207, 0.8212, 1.2539], [-1.4414, 0.0492, 1.1739], [-1.8506, -0.0109, -0.1076], [-1.3012, -1.2095, 1.6609], [-0.4093, 2.1348, 1.0213], [0.6871, 0.4195, 0.2304], [1.8174, 1.3899, 2.5360], [2.8790, 0.6433, 2.9060], [4.1291, 1.5016, 2.8855], [4.0657, 2.6308, 3.6401], [5.2106, 0.8102, 3.2196], [2.6498, 0.0991, 4.1351], [3.0489, -0.3595, 2.0145], [0.7205, -0.3956, 2.8135], [-0.0113, 1.0501, 3.3771], [-2.2049, 0.5618, 1.7684], [4.1834, 1.8524, 1.8444], [2.5848, -5.5443, 3.1490], [1.9217, -4.7761, 2.0091], [2.1621, -3.2654, 2.1374], [1.7733, -2.6127, 1.0380], [1.4246, -2.7733, 3.1813], [2.4106, -5.1442, 0.8019], [0.5933, -5.0441, 2.0799], [3.8655, -5.0312, 3.4795], [4.9570, -5.7197, 3.0434], [6.1290, -5.1708, 3.8652], [7.2724, -5.8125, 3.5140], [6.2835, -3.8620, 3.6326], [4.8440, -7.0356, 3.1263], [5.1633, -5.4102, 1.7225], [2.6596, -6.6058, 2.9100], [1.9408, -5.4655, 4.0226], [3.2139, -3.0733, 2.3437], [5.9374, -5.3361, 4.9296], [1.0795, 0.2372, -5.1913], [2.0066, -0.1608, -4.0781], [1.3773, -1.1266, -3.0836], [0.1840, -0.6292, -2.7183], [1.1993, -2.3581, -3.6437], [3.1385, -0.6774, -4.6322], [2.3529, 0.9422, -3.3704], [1.7088, 1.2453, -5.9719], [0.8824, 2.0743, -6.5919], [1.7206, 3.1321, -7.2993], [0.8972, 3.9045, -8.0569], [2.3959, 3.8958, -6.4104], [0.1451, 1.3917, -7.5072], [0.0212, 2.6959, -5.7491], [0.1487, 0.6234, -4.7781], [0.8918, -0.6015, -5.8596], [2.0128, -1.2704, -2.2050], [2.4399, 2.6495, -7.9681], [4.8460, 1.0659, -1.2919], [6.0734, 1.9944, -0.3946], [6.5932, 1.0959, 0.6670], [7.3545, 2.0878, -1.6472], [3.9976, 0.9305, -0.6155], [5.1756, 0.0519, -1.5223], [4.5100, 1.6628, -2.1381], [6.9292, 2.6189, -2.5009], [7.6164, 1.0696, -1.9379], [8.2332, 2.5919, -1.2608], [-0.8311, -0.7841, 7.7856], [0.0436, -0.6136, 6.2223], [-0.9602, -0.1864, 5.2121], [0.9334, 0.9137, 6.7157], [-1.5961, -1.5381, 7.5768], [-1.3703, 0.1136, 8.0939], [-0.2033, -1.1299, 8.6040], [1.9094, 0.8995, 6.2421], [1.0305, 0.9389, 7.7949], [0.3082, 1.7039, 6.3080], [4.3236, 5.8365, 6.8959], [5.4583, 4.7323, 7.7609], [4.6816, 3.5181, 8.1147], [6.4031, 4.2505, 6.2995], [3.6365, 6.2437, 7.6368], [3.7547, 5.2648, 6.1636], [4.8791, 6.6424, 6.4195], [6.6923, 5.0541, 5.6235], [5.8902, 3.4315, 5.8007], [7.3533, 3.8582, 6.6755], [-3.9414, -0.3330, 5.1171], [-5.5850, 0.3557, 5.0724], [-5.5248, 1.5306, 4.1553], [-6.2823, -0.9989, 4.1126], [-3.2430, 0.1658, 5.7808], [-3.5084, -0.3558, 4.1169], [-3.9634, -1.3770, 5.4463], [-7.3632, -0.9308, 4.1571], [-5.9686, -1.9498, 4.5477], [-5.8829, -0.9419, 3.1044], [-5.4693, -1.1761, -3.1500], [-4.1923, -0.6427, -3.0804], [-3.2104, -1.1244, -3.9340], [-3.5083, -2.0405, -4.9351], [-4.8237, -2.4944, -5.0531], [-5.8024, -2.0399, -4.1949], [-5.2469, -3.3169, -6.2208], [-6.3445, -3.8009, -6.3033], [-4.2800, -3.4238, -7.3465], [-4.7100, -3.9496, -8.5481], [-3.8400, -4.0281, -9.6238], [-2.4908, -3.7490, -9.4293], [-2.0691, -3.1488, -8.2572], [-2.9456, -3.0429, -7.1936], [-2.4715, -2.3651, -5.9572], [-1.3365, -1.9721, -5.8345], [-6.2414, -0.7921, -2.4946], [-3.9623, 0.1599, -2.3961], [-2.1915, -0.7733, -3.8181], [-6.8372, -2.3454, -4.2517], [-5.7703, -4.1303, -8.6776], [-4.1148, -4.3819, -10.6094], [-1.8113, -3.8889, -10.2613], [-1.0336, -2.8637, -8.1273]], "atomic_forces_ev_per_a": [[-0.54, 0.96, 0.35], [0.12, -0.67, 0.40], [-0.61, 0.07, -1.06], [0.10, -0.17, 0.47], [0.12, -0.08, 0.21], [0.19, 0.33, -0.04], [-0.23, 0.19, -0.09], [-0.12, -0.43, -0.01], [0.20, -0.36, 0.22], [0.92, -0.30, 0.18], [-0.46, 0.27, -0.11], [-0.30, 0.11, 0.04], [0.30, 0.32, -0.41], [-0.08, 0.32, -0.25], [0.13, -0.59, 0.02], [0.15, -0.17, -0.15], [0.11, 0.08, 0.25], [0.01, 0.10, 0.00], [-0.47, 0.26, 0.88], [0.40, -0.37, -0.66], [-0.51, 0.29, 0.40], [0.08, -0.09, 0.00], [0.18, 0.06, -0.22], [-0.02, 0.00, 0.09], [-0.07, 0.03, 0.13], [0.07, 0.05, -0.05], [-0.66, 0.39, 0.54], [0.24, 1.11, -1.61], [-0.37, -0.49, 0.46], [0.06, -0.34, 0.41], [0.34, -0.37, -0.17], [0.37, -0.41, 0.32], [0.19, -0.08, -0.36], [-0.18, 0.09, -0.16], [0.01, -0.02, -0.06], [0.41, -0.17, 0.12], [-0.23, -0.50, -0.08], [0.19, 0.38, 0.49], [0.07, 0.21, 0.55], [-0.20, 0.00, -0.48], [0.13, -0.29, -0.05], [-0.23, -0.20, 0.08], [0.09, -0.11, -0.41], [-0.20, -0.36, 0.47], [0.18, 1.90, -1.05], [0.37, -0.70, 0.43], [-0.23, 0.08, -0.03], [-0.08, 0.16, -0.14], [-0.01, -0.57, 0.26], [0.08, -0.45, 0.28], [-0.18, 0.08, -0.25], [0.11, 0.24, 0.07], [0.02, 0.14, -0.13], [0.08, 0.03, -0.04], [-0.62, -0.15, -0.51], [-0.02, 0.29, -0.81], [0.51, -0.97, 0.16], [-0.25, 0.00, 0.12], [-0.10, 0.50, -0.08], [0.01, -0.12, 0.53], [0.23, 0.13, 0.23], [0.97, -0.15, 0.79], [-0.18, 0.59, -0.16], [0.29, -0.06, -0.90], [0.21, 0.08, 0.41], [-0.41, -0.07, -0.11], [-0.29, 0.26, -0.06], [-0.20, -0.19, -0.06], [0.00, -0.19, 0.04], [-0.21, -0.25, 0.35], [-0.06, 0.22, 0.03], [-0.02, 0.04, 0.10], [-0.42, -0.15, 0.14], [0.27, 0.26, 0.38], [0.00, -0.10, 0.21], [-0.45, -0.42, -0.51], [0.04, 0.26, 0.06], [0.33, 0.20, -0.35], [0.04, -0.25, -0.19], [0.19, 0.07, -0.01], [0.03, 0.00, 0.01], [-0.10, 0.15, 0.19], [-0.97, -0.43, -0.04], [0.66, 0.50, 0.81], [-0.18, 0.04, -0.24], [-0.05, -0.74, -0.44], [0.12, -0.09, 0.15], [0.26, 0.22, -0.24], [0.25, -0.03, -0.18], [0.03, 0.17, 0.00], [0.03, 0.19, 0.06], [0.02, 0.20, 0.20], [-0.18, -0.02, 0.16], [-0.08, 0.14, -0.65], [-0.13, -0.09, 0.25], [1.03, -0.26, 0.24], [0.05, 0.02, 0.00], [0.09, -0.07, -0.05], [0.03, 0.02, 0.02], [-0.43, 0.17, 0.04], [-0.28, 0.17, -0.09], [-0.15, -0.13, 0.05], [0.66, -0.87, 0.03], [0.13, 0.10, -0.18], [-0.07, -0.02, 0.13], [0.16, -0.35, 0.30], [-0.26, 0.46, -0.06], [-0.11, 0.26, -0.09], [-0.26, 0.11, 0.10], [-0.10, 0.10, -0.25], [-0.12, 0.07, 0.09], [-0.13, 0.18, -0.17], [-0.16, 0.55, -0.68], [0.14, -0.38, -0.03], [0.39, 0.13, 0.16], [-0.13, 0.21, 0.26], [-0.19, -0.02, -0.65], [-0.14, 0.12, 1.45], [0.54, 0.48, -0.05], [-0.71, -0.36, 0.08], [0.46, -0.43, 0.34], [-0.58, 0.62, -0.85], [0.65, -0.66, 0.23], [-0.24, 0.71, -0.45], [0.48, -0.89, -0.02], [-0.09, 0.49, 0.01], [-0.67, 0.20, 0.21], [0.60, -0.03, 0.00], [-0.02, -0.11, 0.02], [0.08, -0.18, 0.21], [-0.05, 0.04, -0.21], [0.08, -0.28, -0.42], [0.08, -0.27, 0.10], [-0.42, -0.05, 0.16], [0.09, 0.06, 0.09], [-0.05, 0.11, 0.06]]}

(2)
{"formula": "H22O11", "method": "wB97M-V/def2-TZVPD", "smiles": "O.O.O.O.O.O.O.O.O.O.O", "e_homo_ev": -10.63, "relative_energy_kj_mol": 404.9, "species": ["O", "H", "H", "O", "H", "H", "O", "H", "H", "O", "H", "H", "O", "H", "H", "O", "H", "H", "O", "H", "H", "O", "H", "H", "O", "H", "H", "O", "H", "H", "O", "H", "H"], "coordinates": [[-0.6208, 1.9653, -1.1579], [-1.1132, 2.5317, -1.6756], [-0.4543, 2.6710, -0.4814], [-3.1082, 0.5512, 0.3631], [-3.5290, 1.3063, -0.3043], [-2.2602, -0.0114, 0.0116], [-0.5990, -0.3462, -3.3659], [-0.5998, -1.2811, -2.9455], [-1.4317, 0.1054, -3.0268], [1.8555, 0.4394, 1.4885], [1.2314, -0.3313, 1.6872], [2.6379, -0.0553, 2.0632], [1.4333, -2.5795, -0.3223], [1.8927, -3.3492, -0.6443], [2.2016, -1.9312, -0.3794], [-0.3503, -3.1471, -1.7029], [0.5467, -3.3458, -1.3880], [-0.9611, -3.4549, -0.9987], [-1.2585, 2.0749, 2.3499], [-1.0538, 1.7304, 3.2764], [-1.8255, 1.4245, 1.8264], [2.9999, 0.0161, -0.9221], [2.7003, 0.5051, -1.7868], [2.5001, 0.3255, -0.2732], [-0.5866, -0.6521, -0.0096], [-0.4070, 0.2740, -0.1782], [0.0417, -1.1272, -0.5316], [0.3225, 3.5092, 0.7431], [-0.0007, 2.8041, 1.3798], [0.3381, 4.3809, 0.9797], [-0.1995, -1.2768, 2.2203], [-0.7915, -1.6116, 1.4936], [0.4491, -2.1147, 2.2116]], "atomic_forces_ev_per_a": [[1.25, -0.60, 2.17], [-1.97, 1.22, -2.75], [0.87, -0.67, 0.33], [0.57, 1.08, -2.37], [2.43, -3.41, 2.29], [-2.88, 2.20, 0.24], [-1.40, -1.33, 1.40], [-0.22, 2.19, -0.86], [1.70, -1.08, -0.47], [2.48, -3.81, 3.02], [-0.39, 1.61, -0.65], [-2.28, 2.54, -2.23], [3.19, 1.62, 1.27], [0.62, -0.88, 0.20], [-1.18, -0.18, 0.03], [-1.53, -0.96, -0.41], [-1.46, 0.38, -0.56], [0.62, 0.28, -0.76], [-0.28, -1.32, 0.92], [-0.64, 0.26, -2.20], [0.71, 0.82, 1.14], [2.82, -1.31, -7.52], [0.79, -1.47, 2.60], [-3.64, 2.55, 4.90], [-1.22, 0.64, -0.68], [0.14, 0.71, -0.32], [0.45, -0.73, -0.87], [0.20, -4.39, -1.48], [0.12, 1.72, 0.11], [-0.29, 2.98, 1.69], [1.73, -4.50, 0.40], [0.66, 1.22, 0.90], [-1.95, 2.62, 0.51]]}

(3)
{"formula": "C37H36Cl3IrN13O6S", "method": "wB97M-V/def2-TZVPD", "e_homo_ev": [-12.52, -12.52], "relative_energy_kj_mol": 33.7, "multiplicity": 2, "total_charge": 2, "species": ["Ir", "C", "C", "C", "C", "C", "N", "C", "C", "C", "C", "C", "C", "C", "N", "C", "C", "C", "N", "C", "C", "N", "C", "C", "C", "N", "H", "H", "H", "H", "H", "H", "H", "H", "H", "H", "H", "H", "H", "H", "H", "H", "H", "H", "N", "N", "C", "N", "N", "N", "O", "O", "H", "H", "H", "H", "H", "Cl", "C", "C", "C", "C", "C", "C", "N", "C", "C", "N", "C", "O", "C", "C", "C", "Cl", "S", "C", "C", "C", "Cl", "C", "H", "H", "H", "H", "H", "H", "H", "H", "H", "H", "H", "H", "H", "O", "N", "O", "O"], "coordinates": [[0.1246, 0.6958, 0.1344], [6.5850, -1.1240, -1.0477], [5.2759, -0.8722, -0.3697], [5.2093, -0.1492, 0.8232], [4.0000, 0.1296, 1.4108], [2.7830, -0.3121, 0.8461], [1.5852, 0.0840, 1.4029], [1.5566, 0.2725, 2.7819], [2.1490, -0.6814, 3.6210], [2.1064, -0.5536, 4.9915], [1.4567, 0.5274, 5.5851], [1.3553, 0.6562, 7.0754], [0.8603, 1.4730, 4.7538], [0.9120, 1.3656, 3.3742], [0.3691, 2.4264, 2.5953], [0.2183, 3.6991, 3.0126], [-0.6484, 4.3308, 2.1572], [-0.9904, 3.3575, 1.2238], [-0.3792, 2.2046, 1.4854], [2.8594, -1.0346, -0.3653], [4.0801, -1.2996, -0.9469], [1.7047, -1.5599, -0.9983], [1.6191, -2.7373, -1.6557], [0.3463, -2.8516, -2.1554], [-0.3016, -1.6869, -1.7456], [0.5233, -0.9151, -1.0534], [7.3765, -1.2980, -0.3203], [6.8680, -0.2487, -1.6378], [6.5323, -1.9776, -1.7208], [6.1188, 0.2286, 1.2717], [3.9635, 0.7479, 2.2967], [2.5989, -1.5545, 3.1668], [2.5591, -1.3156, 5.6122], [2.1091, 0.0519, 7.5754], [0.3755, 0.3172, 7.4180], [1.4738, 1.6917, 7.3925], [0.3364, 2.3070, 5.2027], [0.7351, 4.0614, 3.8840], [-0.9784, 5.3532, 2.1993], [-1.6358, 3.4399, 0.3680], [4.1102, -1.8280, -1.8908], [2.4587, -3.4086, -1.6957], [-0.0625, -3.6670, -2.7240], [-1.3238, -1.3920, -1.9024], [-3.1966, 1.2818, 0.5002], [-3.5068, 0.1644, 1.2565], [-2.5926, -0.7341, 1.6646], [-3.1119, -1.7379, 2.3842], [-1.2915, -0.6437, 1.3310], [-0.5302, -1.6689, 1.9674], [-0.6745, -1.8326, 3.1628], [0.2517, -2.2723, 1.2828], [-3.3782, 2.1185, 1.0429], [-3.7669, 1.2999, -0.3372], [-4.4549, 0.0333, 1.5769], [-4.1046, -1.7841, 2.5362], [-2.5231, -2.3223, 2.9524], [4.6661, 1.0089, -3.9366], [3.1762, 1.8403, -4.2338], [2.0137, 1.1117, -4.4135], [0.8321, 1.7838, -4.6706], [0.7856, 3.1730, -4.7508], [-0.5405, 3.8583, -5.0259], [-1.2033, 4.2966, -3.7179], [-1.4486, 3.1186, -2.8903], [-2.3554, 2.1080, -3.1099], [-2.0738, 1.1494, -2.1900], [-1.0104, 1.5613, -1.4115], [-0.6675, 2.7533, -1.8696], [-1.4612, 2.9818, -5.6263], [-1.2215, 2.6744, -7.0074], [-1.4968, 1.2218, -7.2334], [-2.7121, 0.6347, -7.0464], [-4.1609, 1.4231, -6.5636], [-2.6956, -1.0501, -7.3475], [-1.0289, -0.9987, -7.7340], [-0.5232, 0.2585, -7.6309], [1.9696, 3.8725, -4.5398], [1.9657, 5.6105, -4.5699], [3.1684, 3.2237, -4.2883], [2.0381, 0.0315, -4.3641], [-0.0782, 1.2223, -4.8398], [-0.3982, 4.7558, -5.6371], [-2.1403, 4.8107, -3.9227], [-0.5446, 4.9588, -3.1583], [-3.0648, 2.1377, -3.9183], [-2.5366, 0.1827, -2.0874], [0.1428, 3.3611, -1.5062], [-0.1862, 2.8976, -7.2741], [-1.8789, 3.3029, -7.6133], [-0.5180, -1.8977, -8.0377], [0.5064, 0.5087, -7.8464], [4.0767, 3.7893, -4.1382], [1.9606, 3.1789, 0.3676], [2.3679, 2.5043, -0.5558], [3.3828, 2.6573, -1.1772], [1.6311, 1.4429, -0.9463]], "atomic_forces_ev_per_a": [[-0.36, -0.88, 0.39], [0.00, 0.00, -0.01], [0.00, -0.01, 0.00], [-0.02, 0.00, 0.01], [0.02, -0.06, 0.02], [-0.01, 0.14, 0.08], [0.20, 0.16, -0.10], [0.04, -0.06, -0.03], [-0.05, -0.04, -0.01], [-0.02, 0.01, 0.00], [0.00, -0.02, -0.01], [0.00, 0.00, 0.00], [-0.02, 0.01, -0.02], [0.04, 0.08, -0.01], [-0.23, -0.14, 0.17], [0.03, -0.02, 0.02], [-0.02, 0.02, 0.01], [-0.01, -0.02, -0.02], [0.34, 0.33, -0.24], [0.00, 0.02, -0.05], [0.00, -0.01, -0.01], [0.01, 0.00, -0.05], [-0.01, 0.01, 0.02], [0.04, 0.00, 0.00], [-0.09, 0.00, -0.02], [0.08, 0.13, -0.02], [0.00, 0.00, 0.00], [0.00, 0.00, 0.00], [0.00, 0.00, 0.00], [0.00, 0.00, 0.00], [0.00, 0.00, 0.00], [0.02, 0.01, 0.00], [0.01, 0.00, 0.00], [0.00, 0.00, 0.00], [0.00, 0.00, 0.00], [0.00, 0.00, 0.00], [0.00, 0.00, -0.01], [0.00, -0.01, 0.01], [0.00, 0.00, -0.01], [0.08, 0.02, -0.05], [0.01, 0.02, -0.01], [0.01, 0.00, -0.01], [0.00, 0.00, 0.00], [0.08, -0.03, 0.00], [-0.13, 0.10, 0.07], [0.13, -0.06, -0.08], [0.00, 0.13, 0.10], [-0.03, -0.09, -0.10], [-0.11, 0.32, -0.18], [0.10, -0.16, 0.01], [0.09, 0.06, 0.01], [-0.10, -0.08, -0.01], [-0.02, -0.03, 0.05], [0.03, -0.01, 0.00], [0.01, -0.01, 0.03], [0.00, 0.00, 0.00], [-0.09, 0.00, 0.03], [0.00, 0.00, 0.03], [-0.01, 0.04, 0.02], [0.00, -0.04, 0.03], [0.01, 0.00, -0.05], [-0.02, -0.10, -0.07], [0.00, 0.09, 0.00], [0.05, -0.08, -0.08], [-0.19, 0.15, 0.19], [0.12, -0.03, -0.05], [0.08, -0.15, -0.11], [-0.18, -0.04, 0.21], [0.13, -0.15, -0.17], [-0.03, 0.05, -0.01], [-0.02, 0.02, -0.01], [0.02, 0.00, 0.01], [-0.02, 0.01, 0.02], [0.02, -0.01, 0.00], [0.00, -0.01, 0.00], [0.00, 0.00, 0.00], [-0.01, 0.01, -0.02], [0.00, 0.01, 0.03], [-0.01, -0.02, 0.00], [0.02, -0.02, -0.02], [-0.01, -0.01, -0.01], [0.00, 0.00, 0.01], [0.09, -0.02, 0.01], [-0.04, -0.08, 0.02], [-0.01, 0.05, -0.05], [0.00, 0.01, 0.00], [-0.07, 0.13, 0.11], [-0.01, 0.04, 0.04], [0.00, 0.00, 0.01], [0.01, 0.00, -0.01], [0.00, 0.00, 0.00], [0.00, 0.00, 0.00], [-0.01, 0.00, 0.01], [-0.04, 0.13, 0.02], [0.14, -0.42, 0.03], [-0.03, 0.11, 0.04], [-0.03, 0.47, -0.13]]}

What did we get for F_max? Answer: 2.18 8.14 1.03 eV Å⁻¹, in the order shown.
What did we get for E? Answer: -195106.133 -22877.317 -121832.372 eV, in the order shown.